Computed, not measured: C5H14N2 as an isolated structure at a distorted geometry, with ωB97M-V/def2-TZVPD.

Last column: Mulliken charge in e.
Geometry (Å):
C -3.2438 0.2127 -0.0856  -1.143
C -1.9729 -0.5474 -0.4551  -0.283
N -1.0684 -0.6961 0.7053  -0.433
C -0.2111 0.5026 0.8842  -0.683
C 1.0050 0.5698 -0.0733  -0.346
N 1.6564 -0.7652 -0.1492  -0.494
C 2.4832 -0.4170 -1.0738  -0.259
H -3.9692 0.0752 -0.8881  0.361
H -3.0934 1.2709 0.1180  0.309
H -3.6005 -0.2888 0.8141  0.290
H -1.4379 -0.2085 -1.3501  0.304
H -2.3065 -1.5695 -0.6668  0.319
H -0.7228 1.4616 0.7725  0.250
H 0.1705 0.4506 1.9063  0.330
H 4.2884 0.0588 1.2296  -0.145
H 0.6399 1.0215 -1.0249  0.233
H 1.6542 1.3371 0.3962  0.382
H -0.3429 -1.3402 0.3722  0.342
H 2.3228 -0.5782 -2.1531  0.307
H 4.2982 -0.5986 1.5389  0.139
H 3.4508 0.0487 -0.8174  0.219

Forces on atoms 1 to 3 (eV/Å):
0.48 -0.42 -0.20
-0.10 -0.76 0.55
0.84 1.15 -0.95

Values from the calculation:
**HOMO-LUMO gap**: 7.664 eV
**Energy above the lowest of the compared OMol25 structures with the same formula, charge and spin**: 5.393 eV
**LUMO energy**: -0.014 hartree
**Highest occupied orbital energy**: -8.05 eV
**Multiplicity**: 1

***

Computed, not measured: C3H5NO as an isolated structure, with ωB97M-V/def2-TZVPD.

Last column: Mulliken charge in e.
Geometry (Å):
O 2.2435 -0.3467 0.4582  -0.490
C 1.0697 -0.1338 0.4011  0.527
C 0.2103 1.1649 0.2796  -0.270
N -0.8691 0.1724 0.1726  0.081
C -0.2655 -0.9750 0.4609  -0.490
H 0.1559 1.6975 1.2349  0.194
H 0.3612 1.8599 -0.5551  0.260
H -1.8728 0.3118 0.0994  0.169
H -0.5422 -2.0029 -1.0989  -0.132
H -0.4985 -1.9548 -1.8431  0.149

Forces on atoms 1 to 3 (eV/Å):
-0.93 0.12 -0.13
0.60 -0.05 0.34
0.04 0.14 0.08

Values from the calculation:
**HOMO-LUMO gap**: 8.584 eV
**Energy above the lowest of the compared OMol25 structures with the same formula, charge and spin**: 4.503 eV
**LUMO energy**: -0.005 hartree
**Highest occupied orbital energy**: -8.71 eV
**Multiplicity**: 1

***

Computed, not measured: a single C7H8Cl2OSi molecule at a distorted geometry, with ωB97M-V/def2-TZVPD.

Last column: Mulliken charge in e.
Geometry (Å):
C -2.2073 1.5197 0.9150  -0.224
C -2.0643 0.1847 0.4672  -0.605
C -1.0882 2.3365 0.8525  -0.511
C -0.8821 -0.2226 -0.1126  -0.432
C 0.0976 1.8831 0.2689  -0.329
C 0.2179 0.6133 -0.2434  0.103
C 2.1429 -1.9028 -1.0495  -0.973
O 3.2323 0.8271 -0.4783  -0.294
Si 1.8988 0.0262 -1.0973  0.636
Cl 3.7564 0.9740 1.1402  -0.009
Cl 2.0587 0.8768 -2.9247  -0.272
H -3.1222 2.0183 1.4534  0.233
H -2.8185 -0.5318 0.5095  0.419
H -1.2647 3.3694 1.3410  0.225
H -0.9184 -1.1864 -0.3412  0.481
H 0.9171 2.4263 0.2269  0.610
H 3.1160 -2.0360 -1.6021  0.273
H 2.0024 -2.0921 -0.0015  0.292
H 1.4467 -2.2882 -1.6423  0.375

Forces on atoms 1 to 3 (eV/Å):
-0.89 0.26 1.05
0.45 2.36 0.14
-0.76 1.56 0.79

Values from the calculation:
**HOMO-LUMO gap**: 9.497 eV
**Energy above the lowest of the compared OMol25 structures with the same formula, charge and spin**: 0.934 eV
**SMILES string**: C[Si@](Cl)(OCl)c1ccccc1
**LUMO energy**: -0.005 hartree
**Highest occupied orbital energy**: -9.63 eV
**Multiplicity**: 1

***

Computed, not measured: C20H18O6PtS as an isolated structure, with ωB97M-V/def2-TZVPD.

Last column: Löwdin spin population.
Geometry (Å):
Pt 0.1817 -0.4745 0.2025  1.484
O 1.8255 -1.7507 -3.4416  0.725
C 1.1734 -1.0542 -2.6293  0.099
O 0.2605 -1.3113 -1.8580  0.086
C 1.7824 0.4124 -2.7670  0.116
C 0.6898 1.4222 -2.3597  0.033
C 1.1650 2.8178 -2.7769  0.017
C 2.2507 3.1202 -1.7135  0.011
C 2.2401 1.8390 -0.8823  0.024
O 0.8344 1.4647 -0.9121  0.061
C 2.8966 0.7061 -1.7113  0.084
C 3.1536 -0.4889 -0.7542  0.084
O 4.2792 -0.9882 -1.0836  0.793
O 2.3899 -0.8164 0.1397  0.063
H 2.1342 0.5347 -3.7861  -0.001
H -0.3266 1.1569 -2.6276  0.000
H 0.3322 3.5133 -2.7099  0.004
H 1.5382 2.8368 -3.7987  0.001
H 1.9654 3.9580 -1.0822  0.002
H 3.2311 3.3320 -2.1353  0.001
H 2.5816 1.9291 0.1434  0.000
H 3.8299 1.0061 -2.1804  0.002
O -1.5309 0.0671 1.3682  0.096
S -1.5785 -0.6890 2.7271  0.019
C -0.3549 0.0382 3.7711  0.004
C -0.5366 -0.0141 5.1423  0.001
C 0.4756 0.4901 5.9530  0.001
C 1.6162 1.0410 5.3879  0.001
C 1.7696 1.1077 4.0039  0.003
C 0.7703 0.6048 3.1936  0.017
C -0.6740 -2.1681 2.2768  0.051
C 0.1215 -2.8687 3.1626  -0.005
C 0.8499 -3.9514 2.6860  0.062
C 0.8064 -4.3179 1.3393  -0.007
C -0.0095 -3.6309 0.4659  0.050
C -0.7735 -2.5384 0.9212  0.007
H -1.4380 -0.4332 5.5743  0.000
H 0.3629 0.4588 7.0281  0.000
H 2.3893 1.4423 6.0297  0.000
H 2.6534 1.5626 3.5777  0.000
H 0.8069 0.6856 2.1062  0.007
H 0.2001 -2.5714 4.2000  -0.001
H 1.4698 -4.5128 3.3731  0.003
H 1.3891 -5.1595 0.9904  -0.001
H -0.1048 -3.9455 -0.5650  0.003
H -1.6172 -2.2002 0.3247  0.002

Forces on atoms 1 to 3 (eV/Å):
-0.10 -0.02 0.08
-0.27 -0.20 0.05
0.37 0.71 -0.16

Values from the calculation:
**HOMO-LUMO gap (alpha / beta)**: 9.283 / 5.044 eV
**Energy above the lowest of the compared OMol25 structures with the same formula, charge and spin**: 0.482 eV
**LUMO energy (alpha / beta)**: -0.225 / -0.385 hartree
**Total charge**: +2
**Highest occupied orbital energy (alpha / beta)**: -15.40 / -15.51 eV
**Multiplicity**: 5

***

Computed, not measured: a single C6H14N2O molecule at a distorted geometry, with ωB97M-V/def2-TZVPD.

Last column: Mulliken charge in e.
Geometry (Å):
C -0.9932 -0.7908 -0.5931  -0.670
C -0.1353 -1.7076 -1.4515  -1.081
C -0.0038 1.4704 -0.6257  0.225
N -0.9940 2.2929 -0.0932  -0.426
N 0.4025 1.6246 -1.8426  -0.792
H -1.4133 2.9201 -0.7621  0.287
H -0.7764 2.6955 0.8067  0.235
H 1.2928 1.1746 -2.0370  0.268
H -1.8059 -1.3740 -0.1537  0.445
H -1.5713 -0.1172 -1.2268  0.472
H 0.6805 -1.1576 -1.9166  0.217
H 0.3010 -2.5222 -0.8764  0.288
H -0.7428 -2.1636 -2.2328  0.374
C 0.3461 -1.4962 1.6595  -1.692
C 0.7542 0.7128 0.4751  -0.066
C -0.2497 -0.3298 0.9179  0.222
O 1.0927 1.5339 1.5851  -0.576
H 1.7354 2.1887 1.2905  0.345
H 1.6461 0.2387 0.0454  0.335
H -1.0560 0.1521 1.4724  0.406
H 1.1921 -1.9252 1.1270  0.396
H 0.7008 -1.1444 2.6298  0.423
H -0.4024 -2.2755 1.8020  0.368

Forces on atoms 1 to 3 (eV/Å):
-0.20 -1.73 2.81
0.05 0.16 0.20
2.58 2.78 -0.15

Values from the calculation:
**HOMO-LUMO gap**: 9.892 eV
**Energy above the lowest of the compared OMol25 structures with the same formula, charge and spin**: 1.978 eV
**SMILES string**: [H]/N=C(/N)[C@@H](O)[C@H](C)CC
**LUMO energy**: 0.028 hartree
**Highest occupied orbital energy**: -9.13 eV
**Multiplicity**: 1

***

Computed, not measured: an isolated ion of composition C9H19N2 and charge +1 at a distorted geometry, with ωB97M-V/def2-TZVPD.

Last column: Mulliken charge in e.
Geometry (Å):
C -1.9419 1.6394 -1.1504  -0.429
C -1.4576 0.6688 -0.4703  -0.256
C 3.6153 0.3473 -0.6929  -1.375
C -2.1429 -1.3400 1.1191  -1.554
C -1.2635 -1.9116 -1.1946  -1.644
C -1.1764 2.6131 1.0335  -0.916
C 2.4775 0.0830 0.2888  -0.332
C 1.2834 -0.5329 -0.4309  -0.864
C -1.1814 -1.0051 0.0036  1.170
N -0.7962 1.9397 -0.2029  -0.280
N 0.2126 -0.8951 0.5460  -0.074
H -2.6098 2.1584 -1.7853  0.444
H 3.9900 -0.5839 -1.1156  0.342
H 3.2795 0.9893 -1.5046  0.366
H 4.4361 0.8431 -0.1813  0.387
H -1.9974 -2.3657 1.4585  0.460
H -3.1657 -1.2525 0.7622  0.397
H -2.0286 -0.6689 1.9692  0.409
H -0.9254 -2.9128 -0.9282  0.430
H -2.2960 -1.9867 -1.5263  0.429
H -0.6741 -1.5456 -2.0313  0.384
H -0.4039 2.4310 1.7819  0.321
H -1.2095 3.6836 0.8399  0.338
H -2.1497 2.2960 1.4260  0.333
H 2.1736 1.0305 0.7375  0.330
H 2.8352 -0.5816 1.0782  0.369
H 0.8695 0.2027 -1.1224  0.345
H 1.5810 -1.4255 -0.9814  0.518
H 0.4657 -1.7700 1.0212  0.471
H 0.2008 -0.1478 1.2529  0.480

Forces on atoms 1 to 3 (eV/Å):
0.37 -0.92 0.96
-0.02 -3.57 0.51
-0.11 -0.05 0.10

Values from the calculation:
**HOMO-LUMO gap**: 9.003 eV
**Energy above the lowest of the compared OMol25 structures with the same formula, charge and spin**: 4.515 eV
**SMILES string**: CCC[NH2+]C(C)(C)C1=CN1C
**LUMO energy**: -0.106 hartree
**Total charge**: +1
**Highest occupied orbital energy**: -11.88 eV
**Multiplicity**: 1